ORCA calculation (ωB97M-V with the def2-TZVPD basis set) on a structure of composition C40H111AgN7O20 in a non-equilibrium geometry.

Output
⟨S²⟩	0.75
HOMO (alpha / beta)	-8.675 / -8.677	eV
E_tot	-3625.481581	Eh

Structure (ORCA input):
```
! wB97M-V def2-TZVPD RIJCOSX def2/J DEFGRID3
* xyz 0 2
Ag -0.454 -0.241 -1.144
O 0.528 -2.208 0.150
O -3.633 3.593 -3.080
O 2.221 5.780 0.967
O -0.566 0.057 1.267
O -1.618 -1.490 -3.688
O -3.343 -2.237 1.067
O 4.546 0.032 2.907
O -2.959 -5.480 -2.332
O -3.328 -1.821 6.905
O 2.290 -3.610 -6.942
O -2.402 -0.986 -1.118
O 3.410 -2.495 -0.278
O 1.619 0.530 -1.220
O 2.735 3.006 -0.744
O 0.103 2.863 5.840
O -3.995 1.142 -1.814
O 1.527 -3.890 -2.183
O 1.673 6.327 -1.761
O -3.555 0.730 1.975
O 1.752 -1.226 -2.517
N -1.396 -3.984 -0.404
N -2.107 -0.004 4.997
N 5.021 -1.882 -4.996
N -1.001 1.323 -2.762
N 3.260 2.382 5.523
N 0.999 3.560 -3.005
N -0.263 1.971 3.378
C 2.414 7.525 -1.740
C -0.091 2.933 7.218
C 1.202 -3.731 -6.018
C 0.446 -2.041 1.531
C 3.852 -1.025 -6.932
C -2.382 -1.455 4.820
C 3.534 -3.429 -6.293
C -2.749 -6.005 -1.037
C 3.709 0.119 -2.377
C -1.026 0.844 -4.157
C -0.998 -6.083 0.869
C 3.307 -3.919 -0.520
C 2.467 0.139 5.257
C 0.271 0.378 -4.768
C 0.315 4.780 -2.992
C -3.785 2.289 -1.032
C -4.252 -5.690 -2.868
C 3.134 4.699 0.980
C 4.778 0.073 1.531
C 3.864 1.214 3.368
C 2.510 3.308 0.602
C 2.244 -0.212 -2.055
C -3.624 -1.899 5.512
C 0.635 -0.547 1.821
C -0.764 4.693 -1.791
C 2.811 -4.350 -1.891
C -0.972 3.385 5.243
C -4.458 -1.497 1.547
C 3.573 1.095 4.944
C 1.021 6.135 -2.928
C -2.134 -2.594 -4.403
C -2.032 -0.264 -4.335
C 3.815 -1.983 -5.786
C -1.420 -5.433 -0.492
C -4.516 -1.739 7.696
C -2.047 3.755 3.058
C -4.491 -0.033 1.220
C -4.255 3.534 -1.817
C -1.192 -2.298 5.252
C -0.724 3.327 3.723
H -1.869 1.782 -2.504
H -4.293 -1.700 8.753
H -4.903 -5.286 -2.115
H -5.339 3.539 -1.949
H -1.524 5.513 -1.861
H -1.343 1.655 -4.875
H -5.380 -1.939 1.170
H -4.427 -5.152 -3.783
H -4.370 0.021 0.121
H -0.691 -5.746 -1.278
H 1.778 8.401 -1.805
H -5.147 -2.635 7.542
H -3.674 2.783 -3.567
H 0.745 -0.484 -4.252
H -2.389 -1.407 -1.984
H 3.920 -0.015 -6.570
H -1.076 2.724 7.553
H -2.931 -1.765 0.304
H 2.882 -1.136 -7.487
H -0.477 1.303 4.087
H -2.046 0.159 6.016
H 4.816 -2.283 -4.065
H -0.271 4.833 -3.961
H 2.499 2.078 -0.834
H 1.509 3.473 -2.114
H -0.300 -2.103 4.620
H 1.178 -2.635 2.006
H -1.917 4.062 2.012
H 1.753 3.613 -3.640
H -2.732 2.925 2.984
H -5.155 -0.850 7.482
H -1.351 3.825 -2.015
H 2.882 1.302 2.878
H 0.673 -0.394 2.913
H -2.501 4.580 3.659
H 2.864 7.602 -0.771
H -2.927 0.481 4.683
H -1.891 2.848 5.479
H -4.124 4.442 -1.242
H -3.244 -2.510 -4.438
H 5.890 -2.290 -5.387
H 4.751 -1.266 -7.574
H -4.462 -1.204 5.350
H 3.575 -4.066 -5.355
H -3.388 0.414 -1.505
H -0.213 -2.843 -0.183
H -1.598 -3.597 -1.323
H 1.374 3.305 0.812
H -4.422 -1.656 2.617
H 1.095 1.186 -4.823
H 3.545 4.606 1.948
H -4.524 -6.766 -3.069
H 0.008 4.074 3.293
H 0.685 1.965 3.096
H -3.544 -5.910 -0.362
H 1.535 -2.932 -2.299
H 2.335 2.673 5.295
H 1.476 0.498 4.985
H 2.476 -2.209 -0.229
H 2.554 -0.799 4.631
H 3.556 -4.020 -2.611
H 0.015 3.985 7.548
H 1.410 -4.532 -5.298
H 1.526 -0.100 1.398
H -1.874 -3.519 -3.820
H 0.013 -5.741 1.063
H 4.360 -0.227 -1.562
H -2.703 0.304 1.799
H 0.638 2.349 7.747
H 3.978 -0.339 -3.349
H 2.408 -0.163 6.300
H -0.981 -2.050 6.286
H 4.435 2.170 3.279
H 2.816 -5.421 -2.040
H -5.532 0.297 1.402
H 3.895 3.139 5.353
H -2.672 2.306 -0.747
H 3.038 -1.749 -5.020
H 4.302 -4.307 -0.341
H -0.627 0.897 1.693
H -1.005 4.468 5.592
H -2.573 -7.096 -1.155
H 2.635 -4.325 0.237
H -3.896 -2.973 5.278
H -1.404 -3.336 5.095
H 0.939 -2.839 -5.435
H 0.284 6.974 -3.035
H -0.261 2.066 -2.786
H -0.028 0.145 -5.798
H 3.133 7.434 -2.563
H -2.218 -0.454 -5.413
H 0.315 -3.960 -6.601
H 4.499 0.686 5.345
H 3.015 2.581 1.215
H -2.195 -3.713 0.210
H 5.327 0.941 1.242
H 4.339 -3.726 -6.958
H -2.576 -1.585 3.750
H -1.781 -2.667 -5.453
H 3.989 5.008 0.368
H -1.684 -5.716 1.671
H 3.945 1.200 -2.478
H -0.302 4.655 -0.824
H -2.946 0.043 -3.880
H 3.813 0.114 0.992
H -0.941 -7.151 0.894
H -0.520 -2.321 1.902
H 5.356 -0.830 1.266
H 1.902 5.741 0.058
H -4.332 2.265 -0.097
H 1.762 6.264 -3.734
*
```

Atomic partial charges in e from the Mulliken method, atoms 1 to 8:
1. Ag 0.948
2. O 1.729
3. O -0.544
4. O -0.609
5. O 2.206
6. O -0.385
7. O -0.488
8. O -0.453